1.
DFT (wB97M-V/def2-TZVPD) results for a cluster of 2 separate species, C23H51BClN4O10P2 in total in a non-equilibrium geometry.

Its HOMO energy is -9.27 eV. Its total energy is -3045.7786 hartree. The HOMO-LUMO gap is 1.51 eV.

Structure (ORCA input):
```
! wB97M-V def2-TZVPD RIJCOSX def2/J DEFGRID3
* xyz 1 1
C -0.386 6.961 2.969
C -1.436 5.732 2.971
C -0.662 4.310 2.808
C -1.780 3.221 2.537
N -1.460 1.818 2.392
B -2.480 1.023 3.091
O -3.833 0.899 2.559
O -2.253 0.359 4.358
C -3.146 -0.774 4.524
C -0.434 1.243 1.585
C 1.027 1.533 2.287
C 0.994 1.568 3.878
C 2.331 2.380 4.335
C -0.252 1.782 0.044
Cl 1.481 1.478 -0.598
C -1.223 1.012 -0.994
C -2.792 1.193 -0.600
C -3.516 1.968 -1.816
O -3.488 1.587 -2.991
O -4.182 3.191 -1.518
O -0.478 3.173 -0.139
C -0.019 3.782 -1.327
N 1.223 4.639 -1.165
P -1.402 5.068 -1.802
N -2.055 5.728 -0.316
O -0.685 6.339 -2.711
P -0.436 -0.685 1.609
O -0.077 -1.245 3.000
O -1.821 -1.390 0.934
O 0.863 -1.320 0.640
H 0.343 6.912 2.091
H 0.184 7.026 3.963
H -1.013 7.910 2.916
H -2.278 5.862 2.224
H -1.880 5.708 4.033
H 0.084 4.475 1.965
H -0.066 4.194 3.765
H -2.350 3.583 1.596
H -2.556 3.345 3.381
H -4.377 1.536 3.079
H -2.772 -1.359 5.425
H -3.130 -1.456 3.615
H -4.213 -0.442 4.736
H 1.447 2.550 1.958
H 1.748 0.675 2.028
H 0.134 2.118 4.357
H 1.082 0.558 4.387
H 2.130 2.675 5.428
H 3.265 1.728 4.287
H 2.453 3.333 3.731
H -1.147 1.424 -2.056
H -0.939 -0.095 -1.108
H -3.282 0.174 -0.540
H -2.947 1.852 0.306
H -5.107 2.928 -1.297
H 0.071 3.155 -2.266
H 1.733 4.532 -2.056
H 1.779 4.279 -0.380
H -2.710 5.055 0.094
H -1.234 5.884 0.300
H 0.007 5.958 -3.294
H -1.623 -1.936 0.149
H 0.622 -2.232 0.383
C 2.779 -6.598 -1.349
C 1.585 -5.721 -1.809
C 0.631 -6.553 -2.702
C 1.152 -6.784 -4.116
C 1.556 -5.468 -4.770
C 2.555 -4.651 -3.919
N 2.097 -4.492 -2.504
O 1.137 -3.579 -2.502
C 3.947 -5.328 -3.958
C 2.799 -3.288 -4.616
C 0.843 -5.395 -0.497
H 3.630 -5.982 -1.045
H 2.514 -7.210 -0.483
H 3.113 -7.301 -2.110
H -0.340 -6.048 -2.775
H 0.435 -7.521 -2.232
H 1.992 -7.482 -4.105
H 0.369 -7.259 -4.716
H 1.986 -5.674 -5.754
H 0.651 -4.876 -4.951
H 4.646 -4.832 -3.280
H 4.375 -5.273 -4.962
H 3.927 -6.387 -3.712
H 1.876 -2.726 -4.778
H 3.245 -3.434 -5.603
H 3.483 -2.665 -4.034
H 1.464 -4.793 0.173
H 0.569 -6.307 0.038
H -0.094 -4.859 -0.674
*
```

2.
DFT (wB97M-V/def2-TZVPD) results for a cluster of 2 separate species, C23H51BClN4O12P2 in total.

Its HOMO energy is -5.42 eV. Its total energy is -3196.9615 hartree. The HOMO-LUMO gap is 7.42 eV.

Structure (ORCA input):
```
! wB97M-V def2-TZVPD RIJCOSX def2/J DEFGRID3
* xyz -1 1
C 0.598 2.273 5.068
C -0.240 1.068 4.702
O -0.825 1.259 3.411
P -2.413 1.441 3.255
O -2.949 2.618 3.945
C -2.620 1.300 1.479
C -2.737 2.646 0.717
C -1.885 2.664 -0.553
B -1.589 4.094 -1.265
Cl -3.065 5.293 -0.936
O -0.306 4.668 -0.780
C 0.300 5.299 -1.865
O -0.352 6.510 -2.188
C 1.763 5.538 -1.447
P 2.671 6.943 -2.102
O 2.249 7.706 -3.286
O 4.186 6.401 -2.285
O 2.775 7.838 -0.759
C -0.034 4.302 -3.020
C -0.032 4.960 -4.394
C 1.273 5.287 -5.037
N 2.414 5.010 -4.557
C 0.785 2.993 -2.914
C 0.831 2.131 -4.177
C 0.984 0.652 -3.811
C 1.395 -0.300 -4.952
N 1.164 0.289 -6.276
C 1.471 -0.517 -7.369
N 1.941 -1.687 -7.248
N 1.152 0.064 -8.653
O -1.382 3.990 -2.727
O -3.048 0.107 3.904
C -2.670 -1.194 3.443
C -2.060 -2.008 4.566
H 1.314 2.490 4.275
H -0.036 3.146 5.217
H 1.153 2.074 5.988
H -1.018 0.899 5.451
H 0.376 0.168 4.650
H -1.743 0.766 1.105
H -3.485 0.654 1.311
H -3.785 2.795 0.457
H -2.477 3.478 1.373
H -0.902 2.242 -0.303
H -2.336 1.997 -1.300
H -0.124 7.182 -1.539
H 1.746 5.645 -0.362
H 2.379 4.673 -1.681
H 4.488 6.699 -3.152
H 3.351 8.598 -0.908
H -0.599 4.337 -5.093
H -0.595 5.893 -4.311
H 1.173 5.817 -5.994
H 3.145 5.357 -5.177
H 0.306 2.409 -2.128
H 1.812 3.181 -2.599
H -0.078 2.260 -4.766
H 1.679 2.455 -4.784
H 0.035 0.309 -3.392
H 1.714 0.569 -3.001
H 2.435 -0.623 -4.842
H 0.799 -1.211 -4.923
H 1.645 1.178 -6.352
H 2.006 -2.100 -8.175
H 0.169 0.321 -8.628
H 1.638 0.952 -8.753
H -3.583 -1.680 3.090
H -1.991 -1.122 2.590
H -1.021 -1.741 4.751
H -2.105 -3.072 4.321
H -2.625 -1.841 5.484
C -0.309 -9.579 6.472
O -0.445 -9.025 5.186
C -1.752 -8.543 4.940
C -1.764 -7.561 3.789
O -1.323 -6.260 4.135
C 0.075 -6.071 4.295
C 0.849 -6.042 2.995
O 1.054 -7.348 2.491
C 1.335 -7.354 1.111
H -0.979 -10.436 6.616
H 0.720 -9.916 6.575
H -0.523 -8.837 7.250
H -2.149 -8.048 5.837
H -2.415 -9.384 4.692
H -2.805 -7.433 3.485
H -1.204 -7.964 2.942
H 0.500 -6.811 4.978
H 0.176 -5.082 4.746
H 1.821 -5.563 3.178
H 0.300 -5.433 2.265
H 0.510 -6.918 0.535
H 1.471 -8.391 0.810
H 2.250 -6.795 0.882
*
```

3.
DFT (wB97M-V/def2-TZVPD) results for a structure of composition C23H51F7NO14S2 in a non-equilibrium geometry.

Its HOMO energy is -6.56 eV. Its total energy is -3510.3311 hartree. The HOMO-LUMO gap is 8.69 eV.

Structure (ORCA input):
```
! wB97M-V def2-TZVPD RIJCOSX def2/J DEFGRID3
* xyz -1 1
O -1.054 -3.985 2.529
S 0.247 -3.485 2.189
O 0.368 -2.844 0.906
N 0.753 -2.516 3.380
S 2.332 -2.365 3.426
O 2.851 -2.890 4.665
O 3.031 -2.893 2.280
C 2.765 -0.561 3.491
F 4.083 -0.493 3.188
F 2.635 -0.072 4.729
C 2.018 0.358 2.480
F 2.016 1.611 2.990
F 0.746 0.018 2.296
C 2.715 0.492 1.097
F 1.833 1.102 0.278
F 3.778 1.296 1.176
F 3.033 -0.671 0.557
H 1.073 -4.553 2.194
C -2.906 0.904 -0.634
O -1.798 0.254 -1.222
C -1.578 -1.055 -0.682
C -2.112 -2.130 -1.595
O -3.534 -2.083 -1.705
C -3.975 -1.465 -2.896
H -3.150 1.774 -1.245
H -3.781 0.252 -0.587
H -2.654 1.247 0.377
H -2.021 -1.139 0.313
H -0.502 -1.189 -0.577
H -1.851 -3.102 -1.172
H -1.652 -2.053 -2.586
H -3.829 -2.138 -3.749
H -3.453 -0.523 -3.083
H -5.040 -1.258 -2.794
C 0.579 4.457 2.394
O 1.718 4.764 3.177
C 2.706 5.487 2.464
C 2.666 6.962 2.793
O 1.468 7.575 2.337
C 0.516 7.766 3.365
H -0.206 4.113 3.066
H 0.217 5.330 1.845
H 0.812 3.652 1.689
H 2.598 5.331 1.387
H 3.679 5.086 2.766
H 3.496 7.460 2.281
H 2.791 7.116 3.869
H 0.814 8.598 4.013
H 0.386 6.865 3.969
H -0.435 8.013 2.895
C 1.385 5.613 -1.456
O 1.445 4.203 -1.526
C 0.184 3.578 -1.309
C -0.461 3.140 -2.602
O -0.821 4.253 -3.418
C 0.094 4.486 -4.469
H 2.320 6.005 -1.857
H 0.554 6.014 -2.042
H 1.288 5.941 -0.414
H -0.484 4.245 -0.755
H 0.364 2.693 -0.695
H -1.380 2.601 -2.364
H 0.195 2.458 -3.149
H -0.030 3.737 -5.259
H 1.128 4.471 -4.116
H -0.120 5.471 -4.885
C -5.464 -2.680 -6.525
O -4.653 -1.519 -6.543
C -3.945 -1.361 -7.762
C -4.604 -0.342 -8.664
O -5.876 -0.781 -9.117
C -6.952 -0.197 -8.405
H -6.135 -2.609 -5.670
H -6.061 -2.773 -7.436
H -4.839 -3.571 -6.404
H -3.844 -2.321 -8.277
H -2.941 -1.008 -7.508
H -3.978 -0.201 -9.551
H -4.689 0.621 -8.152
H -7.090 0.846 -8.710
H -6.793 -0.240 -7.325
H -7.853 -0.756 -8.650
C 5.960 -7.506 6.263
O 5.242 -6.575 7.047
C 4.472 -5.663 6.262
C 3.012 -6.050 6.226
O 2.818 -7.283 5.535
C 2.634 -8.382 6.401
H 6.322 -8.290 6.927
H 5.330 -7.958 5.493
H 6.822 -7.023 5.789
H 4.876 -5.590 5.249
H 4.563 -4.680 6.729
H 2.462 -5.281 5.680
H 2.601 -6.109 7.238
H 1.631 -8.356 6.845
H 3.382 -8.400 7.199
H 2.729 -9.292 5.809
*
```

4.
DFT (wB97M-V/def2-TZVPD) results for a cluster of 3 separate species, C23H51N4O7S in total in a non-equilibrium geometry.

Its HOMO energy is -9.74 eV. Its total energy is -2050.4843 hartree. The HOMO-LUMO gap is 6.82 eV.

Structure (ORCA input):
```
! wB97M-V def2-TZVPD RIJCOSX def2/J DEFGRID3
* xyz 1 1
C -2.959 -2.659 1.261
C -3.908 -3.492 0.371
C -3.323 -3.974 -0.995
C -2.573 -2.889 -1.786
C -2.540 -5.279 -0.811
C -3.140 -6.453 -1.092
N -2.198 -7.437 -0.790
C -1.103 -6.854 -0.371
N -1.232 -5.537 -0.377
C -0.203 -4.567 -0.002
C 0.621 -4.027 -1.194
C 1.832 -3.217 -0.604
C 2.231 -2.059 -1.535
S 1.010 -0.736 -1.627
O 1.729 0.492 -1.508
O 0.349 -0.744 -2.896
O -0.030 -0.771 -0.395
H -2.292 -3.309 1.850
H -3.553 -2.090 1.984
H -2.318 -1.958 0.714
H -4.823 -2.913 0.210
H -4.150 -4.399 0.942
H -4.186 -4.254 -1.613
H -3.300 -2.146 -2.135
H -1.764 -2.406 -1.242
H -2.139 -3.310 -2.705
H -4.133 -6.633 -1.474
H -2.339 -8.435 -0.867
H -0.228 -7.416 -0.066
H 0.518 -5.115 0.623
H -0.582 -3.753 0.619
H 0.949 -4.859 -1.825
H 0.051 -3.331 -1.819
H 2.653 -3.928 -0.467
H 1.519 -2.784 0.357
H 3.146 -1.599 -1.143
H 2.476 -2.376 -2.554
H -0.069 -1.638 0.036
C -1.685 2.450 -0.315
O -2.342 3.326 0.579
C -3.469 3.993 0.022
C -4.753 3.441 0.613
N -4.995 2.078 0.147
C -6.036 1.351 0.871
C -5.832 1.099 2.364
O -4.776 0.196 2.667
C -3.481 0.773 2.692
H -0.742 2.157 0.145
H -2.274 1.540 -0.481
H -1.474 2.933 -1.272
H -3.479 3.943 -1.071
H -3.381 5.046 0.301
H -5.593 4.078 0.321
H -4.656 3.490 1.705
H -4.137 1.550 0.222
H -6.128 0.376 0.384
H -6.990 1.867 0.723
H -6.742 0.618 2.734
H -5.727 2.024 2.940
H -3.495 1.806 3.046
H -3.013 0.721 1.705
H -2.865 0.184 3.374
C 8.241 3.953 -1.274
O 7.561 4.816 -0.382
C 6.449 5.490 -0.961
C 5.136 4.961 -0.412
N 4.868 3.605 -0.878
C 3.778 2.928 -0.175
C 3.926 2.694 1.329
O 4.933 1.759 1.684
C 6.249 2.284 1.744
H 9.176 3.657 -0.799
H 7.661 3.045 -1.473
H 8.471 4.455 -2.218
H 6.472 5.446 -2.054
H 6.539 6.541 -0.672
H 4.323 5.619 -0.732
H 5.201 5.008 0.683
H 5.706 3.050 -0.773
H 3.664 1.950 -0.648
H 2.849 3.476 -0.359
H 2.986 2.255 1.675
H 4.048 3.626 1.892
H 6.265 3.323 2.078
H 6.747 2.191 0.775
H 6.816 1.683 2.456
*
```

5.
DFT (wB97M-V/def2-TZVPD) results for a structure of composition C23H52AlBr14N2O2P2S2 in a non-equilibrium geometry.

Its HOMO energy is -3.98 eV. The energy above the lowest of the compared OMol25 structures with the same formula, charge and spin is 2.3 kcal per mole. Its total energy is -38925.3585 hartree. The HOMO-LUMO gap is 5.51 eV.

Structure (ORCA input):
```
! wB97M-V def2-TZVPD RIJCOSX def2/J DEFGRID3
* xyz -1 1
C -2.963 4.802 -1.639
C -2.534 4.388 -0.244
N -3.364 3.321 0.356
C -2.820 2.961 1.679
C -3.846 2.251 2.542
C -3.374 2.172 -0.477
S -4.727 1.630 -1.146
S -1.831 1.389 -0.749
C -1.822 1.275 -2.552
C -0.382 1.402 -3.064
C 0.282 0.062 -3.355
Al 2.267 0.058 -3.596
O 2.669 -1.207 -4.789
P 3.073 2.147 -4.443
N 2.666 3.466 -3.611
P 3.303 -0.642 -1.585
C 4.619 0.546 -1.089
O 4.272 -1.947 -2.097
H -3.571 4.053 -2.127
H -3.497 5.740 -1.632
H -2.087 4.948 -2.259
H -1.478 4.131 -0.226
H -2.646 5.240 0.415
H -2.544 3.890 2.159
H -1.901 2.381 1.591
H -4.561 1.699 1.949
H -3.345 1.588 3.237
H -4.375 2.969 3.153
H -2.449 2.068 -2.934
H -2.243 0.335 -2.881
H 0.188 1.945 -2.318
H -0.427 1.988 -3.974
H -0.148 -0.359 -4.262
H 0.054 -0.632 -2.550
H 3.021 -0.822 -5.602
H 4.472 2.091 -4.636
H 2.647 2.288 -5.791
H 2.126 3.179 -2.802
H 5.459 -0.037 -0.728
H 4.966 1.217 -1.863
H 4.243 1.106 -0.244
H 3.804 -2.385 -2.827
Br -7.435 3.172 0.964
C -8.554 3.774 2.435
C -7.733 4.105 3.651
Br -7.106 2.503 4.557
H -9.277 2.989 2.629
H -9.070 4.662 2.075
H -8.332 4.642 4.382
H -6.850 4.685 3.404
Br 4.915 -2.680 2.137
C 5.856 -4.006 1.079
C 4.913 -4.818 0.234
Br 3.935 -6.130 1.290
H 6.425 -4.617 1.773
H 6.534 -3.439 0.447
H 5.466 -5.393 -0.508
H 4.175 -4.199 -0.266
Br -11.599 5.556 0.097
C -11.441 4.163 -1.255
C -10.007 3.907 -1.630
Br -9.291 5.307 -2.771
H -12.042 4.482 -2.099
H -11.878 3.274 -0.808
H -9.923 2.988 -2.203
H -9.362 3.856 -0.759
Br 9.313 -3.168 1.537
C 8.507 -2.826 3.275
C 9.483 -2.196 4.228
Br 10.781 -3.481 4.901
H 8.130 -3.779 3.634
H 7.672 -2.157 3.083
H 8.960 -1.819 5.102
H 10.050 -1.396 3.766
Br 7.838 -7.530 2.752
C 9.127 -7.509 1.297
C 8.497 -7.121 -0.010
Br 7.424 -8.553 -0.770
H 9.574 -8.497 1.267
H 9.874 -6.776 1.580
H 9.263 -6.901 -0.749
H 7.841 -6.267 0.096
Br -5.934 2.692 9.402
C -5.680 1.223 8.154
C -4.224 0.966 7.872
Br -3.471 2.306 6.685
H -6.232 1.481 7.258
H -6.132 0.355 8.628
H -4.103 0.017 7.356
H -3.621 0.970 8.773
Br 1.768 -4.173 -4.156
C 1.121 -4.112 -5.973
C 2.011 -4.866 -6.924
Br 3.655 -3.908 -7.321
H 1.038 -3.059 -6.226
H 0.133 -4.567 -5.951
H 1.514 -4.999 -7.882
H 2.305 -5.832 -6.528
*
```